No. 1
Molecular formula: C5H4FNO
Method: DFT, ωB97M-V/def2-TZVPD

The geometry in XYZ format:
```
12
C5H4FNO ωB97M-V/def2-TZVPD
C 1.88805 -0.08044 0.10190
C 0.50228 -0.17331 -0.23443
N -0.13426 -1.39620 -0.02349
C -1.57010 -1.05271 -0.09224
O -2.51496 -1.71736 -0.02602
C -1.59952 0.45075 -0.24398
F -2.70445 1.19766 0.14923
C -0.32607 0.99776 -0.28883
H 1.88714 -0.21216 1.35132
H 2.31756 0.85456 -0.09901
H 2.35281 -0.99812 -0.49930
H -0.09849 2.12958 -0.09514
```

Computed properties:
orbital gap	0.3004	hartree
SMILES string	CC1=NC(=O)C(F)=C1
lowest unoccupied orbital energy	-1.551	eV
E_HOMO	-9.73	eV

Results of the Löwdin charge analysis, in e, for atoms 1 through 5:
1 C -0.054
2 C -0.376
3 N 0.141
4 C -0.421
5 O 0.197

=====

No. 2
Molecular formula: C3H4CaO
Method: DFT, ωB97M-V/def2-TZVPD

The geometry in XYZ format:
```
9
C3H4CaO ωB97M-V/def2-TZVPD
C -0.32087 -0.69664 0.41795
C 0.91976 0.16056 0.48966
C 0.76122 -1.39315 0.40849
H -1.38950 -0.60098 0.57333
H 1.11033 0.66802 1.45010
H 1.16709 0.74982 -0.40981
H 1.26081 -2.34867 0.55467
O -1.99707 0.83315 -1.87129
Ca -1.51176 2.62789 -1.61309
```

Computed properties:
orbital gap (alpha / beta)	0.2167 / 0.2168	hartree
lowest unoccupied orbital energy (alpha / beta)	-1.103 / -1.104	eV
E_HOMO (alpha / beta)	-7.00 / -7.00	eV

Results of the Löwdin charge analysis, in e, for atoms 1 through 5:
1 C -0.117
2 C -0.178
3 C -0.050
4 H 0.089
5 H 0.064

=====

Electronic energy in eV, matching the order above: -11501.8177 -23656.3997
Energy relative to the best compared isomer or geometry (same formula, charge and spin) in kJ/mol, matching the order above: 265.8 0.0
Maximum force in eV/A, matching the order above: 5.2 1.4